# 1
Molecular formula: C2H2BrO2S
Method: DFT, the ωB97M-V functional and the def2-TZVPD basis

Computed properties:
Kohn-Sham gap: 0.251 hartree
energy above the lowest of the compared OMol25 structures with the same formula, charge and spin: 10.1 kcal/mol
electronic energy: -3200.1645 hartree
spin multiplicity: 1
net charge: -1
LUMO energy: 2.498 eV
F_max: 2.81 eV Å⁻¹

Element x y z (Å)
Br: 2.503 -2.921 -0.157
S: 1.414 -0.177 -0.147
O: -2.030 1.296 -0.124
O: -1.027 -0.048 1.291
C: 0.137 0.671 -0.695
C: -1.062 0.626 0.171
H: -0.238 -0.726 1.321
H: 0.302 1.278 -1.660

---

# 2
Molecular formula: C13H26NO4S
Method: DFT, the ωB97M-V functional and the def2-TZVPD basis

Computed properties:
Kohn-Sham gap: 0.351 hartree
electronic energy: -1264.5718 hartree
spin multiplicity: 1
net charge: +1
LUMO energy: -2.920 eV
F_max: 1.54 eV Å⁻¹

Element x y z (Å)
S: 1.866 2.409 -1.219
O: -4.102 1.437 -1.438
O: 0.965 -2.340 0.218
O: -3.676 3.076 0.037
O: -1.675 -0.424 -1.350
N: -0.467 1.170 -2.393
C: 0.430 -2.259 1.534
C: 1.549 -2.428 2.548
C: -0.317 -0.686 -0.983
C: 2.416 -3.658 2.273
C: -2.932 1.471 -2.217
C: 2.521 1.809 1.465
C: 0.015 -2.160 -0.800
C: 2.827 2.729 0.284
C: -4.253 0.924 0.928
C: 1.832 0.599 -1.318
C: 0.532 0.109 -2.001
C: -1.704 0.949 -1.499
C: -3.975 1.933 -0.145
H: -0.791 0.911 -3.330
H: 2.171 -1.527 2.581
H: -0.316 -3.052 1.677
H: 2.693 0.247 -1.890
H: 3.060 -3.887 3.122
H: 0.447 -2.565 -1.719
H: 3.110 0.892 1.420
H: -4.409 -0.068 0.508
H: -0.164 -0.172 -0.024
H: -3.409 0.920 1.621
H: 1.456 1.569 1.524
H: -1.469 1.473 -0.563
H: 1.913 0.178 -0.318
H: -5.155 1.232 1.458
H: 3.047 -3.490 1.398
H: 1.788 -4.524 2.045
H: -0.079 -1.300 1.705
H: -0.905 -2.724 -0.596
H: 2.569 3.760 0.539
H: 1.082 -2.520 3.533
H: 3.891 2.704 0.045
H: 2.798 2.319 2.389
H: 0.792 -0.474 -2.883
H: -3.116 0.822 -3.080
H: -0.130 2.131 -2.493
H: -2.726 2.483 -2.593

---

# 3
Molecular formula: C6H21LiNO4
Method: DFT, the ωB97M-V functional and the def2-TZVPD basis

Computed properties:
Kohn-Sham gap: 0.387 hartree
energy above the lowest of the compared OMol25 structures with the same formula, charge and spin: 3.7 kcal/mol
electronic energy: -604.3120 hartree
spin multiplicity: 1
net charge: +1
LUMO energy: -2.977 eV
F_max: 1.12 eV Å⁻¹

Element x y z (Å)
O: 0.825 1.375 -2.255
O: -1.050 2.674 0.170
O: -2.015 0.361 -1.211
O: 0.470 -1.142 -0.463
N: 1.612 1.192 0.797
C: 2.224 -0.174 0.964
C: -2.981 -0.375 -0.441
C: 1.927 -0.706 2.342
C: 1.862 -1.112 -0.186
C: -2.859 -0.040 1.033
C: 0.120 -2.176 -1.373
Li: -0.071 0.986 -0.484
H: 0.848 -0.825 2.498
H: 1.608 0.933 -2.611
H: -3.987 -0.155 -0.811
H: 0.933 2.306 -2.494
H: -2.837 -1.453 -0.567
H: 0.898 -2.926 -1.529
H: -0.730 -2.741 -0.987
H: 3.306 0.000 0.912
H: -2.952 1.031 1.246
H: -1.914 3.103 0.143
H: 2.202 0.036 3.095
H: 2.425 -1.646 2.559
H: 2.219 1.711 0.166
H: -3.752 -0.409 1.541
H: -1.884 -0.360 1.395
H: 2.483 -0.933 -1.075
H: 1.696 1.668 1.689
H: -0.415 3.395 0.279
H: -0.150 -1.710 -2.322
H: 2.181 -2.117 0.120
H: -2.243 0.232 -2.138

---

# 4
Molecular formula: C17H29Cl3PmSi
Method: DFT, the ωB97M-V functional and the def2-TZVPD basis

Computed properties:
Kohn-Sham gap (spin up / spin down): 0.273 / 0.280 hartree
electronic energy: -2943.4733 hartree
spin multiplicity: 5
⟨S²⟩: 6.02
net charge: +1
LUMO energy (spin up / spin down): -4.504 / -4.238 eV
F_max: 2.96 eV Å⁻¹

Element x y z (Å)
Pm: -2.025 -1.082 -0.324
Cl: -3.036 -1.091 -2.946
Cl: -2.757 -3.346 -0.038
Cl: -5.117 -3.605 -2.996
Si: -3.036 -3.209 -2.976
C: 1.154 -3.070 0.757
C: -1.007 1.183 0.579
C: -1.162 3.129 2.111
C: 2.816 -1.183 1.298
C: -2.153 3.275 -0.170
C: -0.471 0.984 -0.720
C: 1.382 -1.642 1.345
C: 1.979 -1.594 -2.180
C: -3.210 1.852 1.762
C: 0.514 -0.586 0.650
C: 1.470 -0.155 -1.857
C: 0.847 0.492 -3.130
C: 0.982 -1.705 2.822
C: -0.413 0.212 1.385
C: 0.509 -0.057 -0.687
C: -1.885 2.317 1.042
C: 2.704 0.719 -1.547
H: -2.609 2.765 -1.032
H: -0.084 -2.001 2.919
H: 3.343 -1.306 0.315
H: 1.044 -3.063 -0.332
H: -2.968 1.086 2.492
H: -2.817 4.117 0.139
H: 1.956 -3.779 0.985
H: -1.247 3.717 -0.579
H: -3.907 1.516 1.005
H: -0.643 1.644 -1.548
H: -1.114 2.555 3.062
H: -1.721 4.091 2.312
H: 1.177 -0.739 3.338
H: 1.129 -2.235 -2.500
H: -0.142 0.003 -3.410
H: -0.522 0.143 2.458
H: 1.621 -2.514 3.271
H: -3.577 2.749 2.293
H: 0.734 1.587 -3.008
H: 3.423 -1.657 2.115
H: 3.369 0.772 -2.452
H: 2.581 -1.994 -1.350
H: 0.222 -3.523 1.185
H: 3.305 0.295 -0.759
H: 2.880 -0.078 1.472
H: 2.431 1.784 -1.351
H: 2.671 -1.539 -3.049
H: 1.520 0.343 -3.999
H: -0.140 3.423 1.827

---

# 5
Molecular formula: C3H7N2O2P
Method: DFT, the ωB97M-V functional and the def2-TZVPD basis

Computed properties:
Kohn-Sham gap: 0.372 hartree
energy above the lowest of the compared OMol25 structures with the same formula, charge and spin: 22.6 kcal/mol
electronic energy: -719.8405 hartree
spin multiplicity: 1
net charge: 0
LUMO energy: 0.512 eV
F_max: 2.64 eV Å⁻¹

Element x y z (Å)
P: -3.387 -0.816 0.115
O: -3.970 0.393 0.692
O: -4.194 -1.135 -1.424
N: 1.284 -0.080 -0.843
N: -1.071 0.314 -0.818
C: 0.129 0.112 -0.681
C: 2.032 0.270 1.390
C: 2.432 0.192 -0.043
H: -3.761 -1.691 -2.077
H: -1.413 1.234 -0.795
H: 2.746 -0.138 2.028
H: 1.747 1.349 1.657
H: 2.962 1.059 -0.434
H: 3.178 -0.594 -0.170
H: 1.285 -0.468 1.403

---

# 6
Molecular formula: C6H15NO2
Method: DFT, the ωB97M-V functional and the def2-TZVPD basis

Computed properties:
Kohn-Sham gap: 0.283 hartree
energy above the lowest of the compared OMol25 structures with the same formula, charge and spin: 109.9 kcal/mol
electronic energy: -442.7061 hartree
spin multiplicity: 1
net charge: 0
LUMO energy: 0.878 eV
F_max: 6.51 eV Å⁻¹

Element x y z (Å)
O: -0.546 1.560 1.831
O: 1.197 0.144 -1.356
N: -1.152 -2.859 -0.414
C: 0.477 -0.851 0.664
C: 0.621 1.537 1.025
C: 0.246 -2.540 -0.328
C: 0.789 2.790 0.203
C: 0.218 0.036 -0.410
C: -1.195 0.261 -0.855
H: -0.054 2.931 -0.479
H: 1.706 2.731 -0.385
H: 0.791 0.130 -2.230
H: -0.622 2.415 2.279
H: -1.686 -0.702 -1.017
H: 0.696 -2.484 -1.317
H: -1.237 0.860 -1.766
H: -1.551 -3.067 0.494
H: 1.512 1.349 1.639
H: 1.500 -0.936 1.003
H: 0.860 3.695 0.827
H: 0.848 -3.206 0.299
H: -1.364 -3.630 -1.039
H: -0.315 -0.939 1.395
H: -1.740 0.776 -0.064